[1]
This record from the Open Molecules 2025 dataset describes 17 unconnected molecules or ions with the total composition C21H23Cl49IN4OP at a distorted geometry. The level of theory is ωB97M-V with the def2-TZVPD basis set.

Computed properties:
**Strongest force on any atom**: 1.99 eV/Å
**DFT total energy**: -661143.647 eV
**Gap between HOMO and LUMO**: 7.697 eV
**Highest occupied orbital energy**: -8.63 eV

Structure (XYZ):
```
100
Properties=species:S:1:pos:R:3:lowdin_charge:R:1
I 4.96 1.96 -2.74 0.40
Cl -8.31 6.02 1.79 0.52
Cl 8.92 0.62 -3.12 0.49
Cl 12.14 0.83 -5.22 0.50
Cl -9.89 3.66 1.17 0.53
Cl -4.66 -0.49 4.41 0.50
Cl -0.98 -6.50 3.28 0.51
Cl -1.14 4.11 3.97 0.52
Cl -7.94 7.05 -2.10 0.51
Cl 9.25 2.35 -5.43 0.50
Cl -1.51 8.67 -3.70 0.54
Cl -1.64 -7.60 0.50 0.49
Cl 13.27 -1.83 -5.55 0.52
Cl -1.27 3.22 -0.13 0.53
Cl 17.16 2.57 -6.31 0.53
Cl -3.63 9.04 -1.75 0.53
Cl 6.41 -2.78 -2.83 0.51
Cl 15.32 0.88 -4.82 0.49
Cl -3.70 -2.33 7.52 0.51
Cl -7.34 -8.53 2.40 0.52
Cl 0.68 -5.43 5.41 0.54
Cl -2.82 -10.24 0.69 0.53
Cl 8.55 3.48 -2.85 0.49
Cl -8.78 6.01 -4.67 0.53
Cl -5.05 -3.32 2.07 0.51
Cl -2.09 -0.37 3.09 0.59
Cl -2.02 -4.43 5.02 0.51
Cl -7.07 3.39 1.80 0.50
Cl -1.71 -3.95 1.10 0.51
Cl -7.66 -4.59 1.90 0.54
Cl -1.64 6.96 4.20 0.53
Cl -2.51 0.27 7.03 0.56
Cl 0.72 -4.04 -0.50 0.56
Cl -7.02 -2.78 4.09 0.52
Cl 0.78 -2.94 2.19 0.58
Cl 5.15 -5.30 -2.14 0.53
Cl 10.44 -1.40 -5.98 0.53
Cl 4.61 -2.94 -0.55 0.53
Cl -4.82 2.79 -1.04 0.57
Cl 15.26 3.76 -4.47 0.52
Cl -2.01 6.63 -1.69 0.55
Cl -7.90 -9.37 -0.32 0.53
Cl -4.56 4.43 -3.41 0.54
Cl -5.32 5.64 -0.88 0.51
Cl -4.07 1.72 2.64 0.54
Cl -0.15 -9.78 1.72 0.53
Cl -5.58 -7.73 0.24 0.51
Cl -6.30 7.49 -4.46 0.52
Cl -0.91 5.82 1.64 0.49
Cl -4.35 -0.09 9.25 0.54
P 4.85 0.17 -1.06 0.45
O 5.27 0.83 0.38 -0.39
N 2.24 0.16 -1.88 0.05
N 1.36 -0.90 0.43 0.05
N 0.95 -0.07 -1.73 0.14
N 2.65 -0.67 0.27 0.06
C -8.30 4.41 1.05 -1.57
C 16.28 2.36 -4.79 -1.55
C -1.64 1.61 -0.93 -0.51
C -0.88 -0.77 -0.37 -0.15
C -0.69 5.72 3.38 -1.54
C -7.94 7.31 -3.84 -1.53
C 0.05 -4.14 1.14 -1.52
C -4.37 4.37 -1.66 -1.54
C -1.32 -9.34 0.48 -1.53
C -3.40 0.58 3.81 -1.53
C -6.39 -4.00 2.98 -1.53
C 0.57 -0.57 -0.57 -0.39
C -3.10 -0.85 8.26 -1.53
C -0.97 -5.84 4.91 -1.51
C 9.44 2.21 -3.69 -1.57
C -7.24 -8.09 0.69 -1.57
C 5.81 -3.79 -1.51 -1.53
C 12.04 -0.69 -6.12 -1.52
C 3.01 -0.14 -0.87 -0.61
C -1.48 0.54 0.14 -0.31
C -2.74 7.87 -2.72 -1.54
H -1.05 -1.52 0.38 0.03
H 17.00 2.28 -3.99 0.01
H -8.05 4.52 0.01 -0.02
H -0.81 0.95 0.88 0.06
H 0.27 -5.12 1.53 -0.06
H -1.35 -6.60 5.59 0.01
H 12.23 -0.48 -7.16 0.02
H 10.49 2.32 -3.45 -0.02
H -3.33 4.54 -1.42 -0.10
H -2.65 1.70 -1.29 -0.01
H -2.99 1.14 4.63 -0.05
H -1.31 -1.10 -1.30 0.13
H 6.65 -4.03 -0.87 0.01
H 5.45 1.78 0.23 0.03
H -0.95 1.54 -1.75 0.06
H -2.27 -1.11 8.90 0.01
H -2.43 0.41 0.64 0.04
H -3.43 7.38 -3.38 -0.03
H -8.47 8.24 -4.04 0.01
H -0.90 -9.59 -0.48 0.01
H 0.35 5.88 3.61 0.01
H -6.03 -4.84 3.57 0.02
H -7.83 -7.20 0.54 -0.02
```



[2]
This record from the Open Molecules 2025 dataset describes a single C21H23ClN2O3 molecule. The level of theory is ωB97M-V with the def2-TZVPD basis set.

Computed properties:
**Strongest force on any atom**: 0.54 eV/Å
**DFT total energy**: -43796.947 eV
**Gap between HOMO and LUMO**: 9.096 eV
**Highest occupied orbital energy**: -8.40 eV
**Energy relative to the best compared isomer or geometry (same formula, charge and spin)**: 29.5 kJ/mol

Structure (XYZ):
```
50
Properties=species:S:1:pos:R:3:lowdin_charge:R:1
Cl -4.10 -1.04 -0.06 0.69
O -0.30 2.08 -3.23 -0.02
O 3.95 0.19 -0.48 0.04
O 0.17 -2.46 -1.87 0.08
N 0.63 -0.25 -1.89 0.03
N 2.55 -0.40 1.19 0.09
C -1.42 -1.12 4.20 -0.09
C -2.96 -0.13 -0.99 -0.67
C -3.37 1.03 -1.63 -0.10
C 2.62 0.86 1.89 -0.14
C -0.89 0.16 2.25 -0.03
C -1.66 -0.57 -1.07 -0.05
C 1.34 2.85 2.74 -0.05
C -0.23 -0.71 4.78 -0.08
C -1.13 1.31 -2.48 -0.20
C 1.50 0.89 -2.17 -0.10
C 0.62 0.13 4.10 -0.04
C 0.99 1.56 -3.44 -0.14
C -1.75 -0.68 2.93 -0.07
C 0.99 -1.57 -1.93 -0.43
C -0.72 0.14 -1.82 -0.12
C 0.30 0.57 2.82 -0.22
C -2.45 1.74 -2.37 0.01
C 3.23 -0.64 0.05 -0.51
C 1.23 1.49 2.05 -0.32
C 2.47 -1.92 -1.98 -0.08
C 3.03 -2.02 -0.55 -0.08
H 3.27 1.51 1.30 0.13
H 1.94 -1.10 1.58 0.14
H 0.03 -1.05 5.78 0.10
H -1.36 -1.47 -0.56 0.11
H 4.01 -2.50 -0.59 0.13
H -4.40 1.36 -1.56 0.11
H 1.42 1.59 -1.33 0.14
H 0.36 3.30 2.85 0.09
H 1.54 0.45 4.57 0.11
H 2.52 -2.91 -2.44 0.13
H 3.07 -1.24 -2.56 0.11
H 1.97 3.52 2.16 0.08
H 3.08 0.71 2.87 0.13
H -2.73 2.65 -2.88 0.12
H -2.68 -0.99 2.47 0.07
H 1.78 2.74 3.74 0.08
H 0.98 0.84 -4.26 0.14
H 1.62 2.41 -3.72 0.13
H 0.81 1.65 1.05 0.13
H -1.16 0.50 1.26 0.10
H 2.54 0.60 -2.27 0.11
H 2.36 -2.63 0.07 0.12
H -2.09 -1.78 4.74 0.10
```



[3]
This record from the Open Molecules 2025 dataset describes a single C21H23ClN2O7S molecule at a distorted geometry. The level of theory is ωB97M-V with the def2-TZVPD basis set.

Computed properties:
**Strongest force on any atom**: 1.06 eV/Å
**DFT total energy**: -62819.485 eV
**Gap between HOMO and LUMO**: 8.344 eV
**Highest occupied orbital energy**: -8.53 eV
**Energy relative to the best compared isomer or geometry (same formula, charge and spin)**: 17.2 kJ/mol

Structure (XYZ):
```
55
Properties=species:S:1:pos:R:3:lowdin_charge:R:1
Cl -5.76 -1.10 2.48 0.76
S -3.68 -0.93 -0.07 0.65
O 1.81 -0.30 -4.52 -0.11
O 2.57 -1.18 2.68 -0.03
O 1.48 -0.42 -1.72 -0.08
O -2.56 -1.35 -0.86 -0.30
O -4.95 -1.52 -0.32 -0.30
O 3.06 1.02 2.84 0.12
O 0.44 -1.30 5.55 0.09
N 0.07 -1.33 3.30 0.15
N -3.83 0.72 -0.29 -0.33
C 2.53 0.54 -3.72 -0.19
C -2.60 1.46 -0.15 -0.10
C 3.42 1.48 -4.22 -0.02
C -2.19 -1.30 4.25 0.02
C 2.85 0.05 2.16 -0.47
C 0.85 -1.30 4.42 -0.42
C 4.17 2.28 -3.37 -0.08
C -3.18 -1.13 1.66 -0.27
C -1.31 -1.28 3.17 -0.19
C 2.37 0.41 -2.32 -0.14
C 2.83 -0.01 0.70 0.02
C 4.05 2.14 -2.01 -0.04
C -5.00 1.34 0.26 -0.12
C 3.18 1.19 -1.47 -0.14
C 2.34 -1.26 4.08 -0.06
C -3.55 -1.25 4.02 -0.07
C -1.82 -1.19 1.87 0.00
C 1.93 -0.19 -5.91 -0.08
C 0.31 -0.84 -2.40 -0.04
C -4.06 -1.16 2.73 -0.63
C 3.15 1.07 -0.03 0.01
H 1.26 -0.94 -6.32 0.10
H -1.81 0.88 -0.61 0.07
H 2.78 -0.39 4.58 0.14
H 0.52 -1.66 -3.09 0.10
H -4.88 1.58 1.33 0.08
H 4.65 2.74 -1.35 0.11
H -2.70 2.42 -0.66 0.10
H 3.54 1.59 -5.29 0.10
H -1.17 -1.18 1.01 0.11
H 2.96 -0.40 -6.25 0.10
H -4.24 -1.27 4.85 0.11
H -5.83 0.64 0.14 0.07
H 0.58 -1.36 2.42 0.14
H -0.39 -1.18 -1.64 0.07
H -2.35 1.65 0.91 0.10
H -1.80 -1.37 5.25 0.11
H 3.48 1.95 0.52 0.13
H -0.15 -0.02 -2.95 0.11
H 2.54 -0.95 0.25 0.12
H 1.63 0.80 -6.27 0.10
H 2.82 -2.17 4.45 0.14
H -5.22 2.25 -0.29 0.09
H 4.85 3.01 -3.79 0.10
```



[4]
This record from the Open Molecules 2025 dataset describes a molecular structure, C21H23ClN6O9SeV. The level of theory is ωB97M-V with the def2-TZVPD basis set.

Computed properties:
**⟨S²⟩**: 2.011
**Strongest force on any atom**: 0.44 eV/Å
**DFT total energy**: -153065.415 eV
**Total charge**: +1
**Gap between HOMO and LUMO (alpha / beta)**: 8.096 / 8.106 eV
**Highest occupied orbital energy (alpha / beta)**: -11.87 / -11.88 eV
**2S+1**: 3
**Energy relative to the best compared isomer or geometry (same formula, charge and spin)**: 6.4 kJ/mol

Structure (XYZ):
```
62
Properties=species:S:1:pos:R:3:mulliken_spin:R:1
Se 2.97 -3.87 -1.76 0.00
V 0.46 -0.10 0.61 1.98
Cl 1.24 -1.39 2.90 0.00
O -0.03 2.44 2.40 0.00
O 2.46 -2.07 3.11 0.00
O 1.02 0.10 -2.65 0.00
O -1.28 0.31 1.54 0.00
O 1.48 0.02 2.49 0.00
O 0.52 -1.93 1.73 0.00
O -1.86 -2.28 -0.03 0.00
O 0.39 -1.40 4.04 0.00
O 0.61 1.78 -0.04 0.00
N -0.40 3.54 -1.00 0.00
N 2.04 -2.62 -0.92 0.00
N -0.31 -0.86 -1.02 -0.05
N -2.37 -0.13 3.45 0.00
N 4.44 -2.91 -1.87 0.00
N 2.45 -0.43 -0.15 -0.03
C 0.13 3.19 -2.32 0.00
C -1.32 -2.47 -2.38 0.00
C 4.18 -1.75 -1.29 0.00
C -1.92 -3.80 -4.25 0.00
C -1.27 4.71 -0.99 0.00
C -0.45 -1.74 -3.18 -0.01
C -1.04 -3.07 -5.04 0.00
C 0.20 -0.72 -2.31 0.01
C 2.85 -1.60 -0.77 0.02
C -0.84 1.79 3.35 0.00
C -0.29 -2.02 -4.52 0.00
C -1.25 -1.91 -1.00 0.02
C -2.89 -1.40 2.92 0.00
C 3.34 0.52 -0.04 0.04
C -0.71 3.16 1.41 0.00
C 5.11 -0.68 -1.16 0.01
C -1.53 0.58 2.74 0.00
C -2.07 -3.51 -2.89 0.00
C -2.54 0.09 4.89 0.00
C 4.67 0.44 -0.53 -0.01
C -0.14 2.79 0.05 0.00
H -2.48 -4.61 -4.69 0.00
H 0.69 2.26 -2.27 0.00
H -1.57 2.48 3.79 0.00
H -2.88 -1.38 1.84 0.00
H 6.11 -0.78 -1.54 0.00
H -0.18 1.44 4.15 0.00
H -2.17 4.50 -1.57 0.00
H -3.53 -0.28 5.17 0.00
H -0.94 -3.32 -6.09 0.00
H 5.32 1.29 -0.38 0.00
H -2.75 -4.07 -2.27 0.00
H -1.79 -0.46 5.45 0.00
H -1.57 4.99 0.02 0.00
H -2.25 -2.22 3.25 0.00
H -2.49 1.14 5.13 0.00
H -1.78 2.94 1.40 0.00
H -0.70 3.07 -3.01 0.00
H 3.01 1.42 0.46 0.00
H 0.40 -1.44 -5.13 0.00
H -3.90 -1.54 3.30 0.00
H -0.75 5.55 -1.45 0.00
H -0.58 4.23 1.61 0.00
H 0.77 3.99 -2.67 0.00
```